No. 1
DFT (the ωB97M-V functional and the def2-TZVPD basis) results for a gas-phase ion, C4H12OP (charge +1).

XYZ file:
```
18
Properties=species:S:1:pos:R:3:nbo_charge:R:1
P -0.61115 -0.54754 2.20010 0.31
O 0.94653 0.20197 0.03817 -0.35
C -1.50867 -0.10642 -0.44943 -0.64
C -0.31866 0.55201 0.59930 -0.17
C 1.29186 1.12152 -1.12281 -0.24
C 1.07226 -1.24989 -0.23183 -0.23
H -1.02658 -0.18335 -1.37894 0.20
H 1.88786 0.40393 -1.71553 0.23
H 0.23106 1.42121 -1.52897 0.23
H 0.37602 -1.46462 -0.91046 0.20
H -1.96676 -0.60074 2.08018 0.00
H -0.51955 0.43946 3.18380 0.02
H 0.85864 -1.68614 0.64016 0.23
H -1.94843 -1.05939 0.03494 0.24
H 2.06261 -1.56271 -0.59346 0.24
H -2.23319 0.61402 -0.67343 0.24
H 1.81378 2.02741 -0.79078 0.25
H -0.40762 1.67927 0.61899 0.25
```

Strongest force on any atom, hartree/bohr: 0.0897
E_HOMO, Ha: -0.5110
LUMO energy, eV: -2.86
Net charge: +1



No. 2
DFT (the ωB97M-V functional and the def2-TZVPD basis) results for 2 unconnected molecules or ions with the total composition C4H12OS.

XYZ file:
```
18
Properties=species:S:1:pos:R:3:nbo_charge:R:1
S -0.34133 -1.25101 1.21886 0.17
O -2.00425 1.45512 -1.78035 -0.93
C 2.22219 0.62418 -1.59282 -0.61
C 1.09877 0.58445 -0.58034 -0.39
C 1.17997 -0.68243 0.30293 -0.52
C -1.33387 0.22063 1.59491 -0.75
H -1.11832 1.12542 -1.55378 0.46
H -2.38850 0.02278 1.46347 0.23
H -0.99424 1.00559 0.94039 0.22
H -2.59188 1.01062 -1.13865 0.47
H 2.24541 1.56552 -2.13406 0.22
H 0.87639 1.41333 0.08604 0.21
H 0.19596 0.52037 -1.20420 0.16
H 2.14451 -0.26883 -2.20045 0.21
H 2.04816 -0.72219 0.98405 0.21
H -1.19925 0.61859 2.60973 0.22
H 1.56922 -1.50546 -0.31237 0.22
H 3.23860 0.55082 -1.17513 0.21
```

Strongest force on any atom, hartree/bohr: 0.0318
E_HOMO, Ha: -0.3188
SMILES: CCCSC.O
LUMO energy, eV: 0.83



No. 3
DFT (the ωB97M-V functional and the def2-TZVPD basis) results for 2 unconnected molecules or ions with the total composition C4H12OS.

XYZ file:
```
18
Properties=species:S:1:pos:R:3:nbo_charge:R:1
S 1.62920 0.58732 1.62683 0.20
O -1.71114 -3.70217 -1.85184 -0.93
C 0.12650 1.50533 2.22095 -0.78
C 1.58715 1.13816 -0.09058 -0.53
C -0.28208 -0.43926 -0.77338 -0.63
C 0.17177 1.07232 -0.76032 -0.41
H -0.06731 2.51691 1.73298 0.23
H 2.12969 1.98747 -0.32466 0.21
H -1.46949 -4.62800 -1.94253 0.47
H -0.00441 -0.80941 0.22314 0.21
H -0.35732 1.71289 -0.13955 0.20
H 0.22447 -1.13317 -1.40068 0.22
H 0.06858 1.40013 -1.85417 0.21
H 2.25642 0.31443 -0.53264 0.21
H -0.76757 0.81699 2.43578 0.22
H -1.46693 -0.32714 -0.73136 0.21
H 0.30620 1.74340 3.24857 0.22
H -2.37376 -3.75620 -1.08654 0.47
```

Strongest force on any atom, hartree/bohr: 0.0943
E_HOMO, Ha: -0.3105
SMILES: CCCSC.O
LUMO energy, eV: 0.82



No. 4
DFT (the ωB97M-V functional and the def2-TZVPD basis) results for 2 unconnected molecules or ions with the total composition C4H12OS2.

XYZ file:
```
19
Properties=species:S:1:pos:R:3:nbo_charge:R:1
S 0.58408 1.34477 -2.46916 0.09
S -0.43548 0.29587 -1.13420 0.10
O -4.47985 -2.27494 -0.93644 -0.93
C 0.79266 0.21730 2.83764 -0.62
C 2.18583 0.58179 -2.76215 -0.77
C -0.10779 0.88567 0.55087 -0.54
C 0.53188 -0.19442 1.40357 -0.42
H 2.25453 -0.43808 -2.44759 0.23
H 3.01230 1.08478 -2.27755 0.21
H 0.20169 -0.34231 3.55824 0.21
H -5.27066 -1.86599 -0.56547 0.47
H 1.48353 -0.45696 0.92127 0.20
H 0.35689 1.86270 0.58267 0.23
H -1.09900 1.06776 0.95234 0.21
H 0.56280 1.26642 3.02107 0.20
H 0.02520 -1.16026 1.33847 0.21
H 2.32089 0.56178 -3.82453 0.22
H -4.77547 -2.52697 -1.82300 0.47
H 1.85597 0.09111 3.07394 0.21
```

Strongest force on any atom, hartree/bohr: 0.0302
E_HOMO, Ha: -0.3204
SMILES: CCCSSC.O
LUMO energy, eV: 0.77



No. 5
DFT (the ωB97M-V functional and the def2-TZVPD basis) results for 2 unconnected molecules or ions with the total composition C4H12OS2.

XYZ file:
```
19
Properties=species:S:1:pos:R:3:nbo_charge:R:1
S 0.32527 -1.51470 -0.12953 0.03
S -1.62192 -1.55893 0.58075 0.09
O 2.92575 4.82936 -0.88915 -0.92
C -2.47996 -0.67530 -0.76426 -0.53
C 1.04552 -0.12796 0.91312 -0.49
C 2.53891 -0.27838 0.90651 -0.63
C -2.19588 0.83333 -0.79948 -0.63
H 0.73669 0.76220 0.36509 0.21
H -2.89973 1.08106 -1.62823 0.20
H 0.45255 -0.09275 1.82764 0.23
H 3.11050 5.49199 -0.23607 0.46
H -1.20824 0.95355 -1.24505 0.22
H -2.49532 1.52958 -0.02109 0.22
H 2.97877 -0.96372 1.63024 0.22
H -3.54004 -0.86857 -0.55721 0.22
H -2.36234 -1.02171 -1.79428 0.22
H 3.02715 0.69782 1.00420 0.22
H 3.35173 5.25236 -1.63907 0.46
H 2.82452 -0.70775 -0.05960 0.21
```

Strongest force on any atom, hartree/bohr: 0.0544
E_HOMO, Ha: -0.3086
SMILES: CCSSCC.O
LUMO energy, eV: 0.78



No. 6
DFT (the ωB97M-V functional and the def2-TZVPD basis) results for 2 unconnected molecules or ions with the total composition C4H12OS2.

XYZ file:
```
19
Properties=species:S:1:pos:R:3:nbo_charge:R:1
S 1.15659 0.41241 0.55777 0.10
S -0.15982 1.88461 1.16715 0.07
O 0.66811 -1.97340 3.09864 -0.93
C -0.66983 -2.14625 -0.64534 -0.61
C 0.07348 3.20096 -0.03958 -0.75
C -0.68506 -0.72402 -1.22023 -0.41
C 0.63510 0.03098 -1.12108 -0.55
H -0.27844 2.87457 -1.01306 0.21
H 1.43289 -0.54549 -1.59003 0.23
H -0.43370 -2.13801 0.42176 0.22
H -1.50601 -0.17230 -0.76677 0.21
H -0.04534 -1.33871 2.96196 0.47
H 0.56212 0.96268 -1.68879 0.21
H 0.10703 -2.75827 -1.11624 0.20
H -0.92032 -0.83465 -2.28425 0.20
H 1.10731 3.51468 -0.13526 0.22
H 1.08501 -1.66204 3.90825 0.47
H -1.62427 -2.61573 -0.85961 0.21
H -0.50484 4.02800 0.36468 0.23
```

Strongest force on any atom, hartree/bohr: 0.0171
E_HOMO, Ha: -0.3087
SMILES: CCCSSC.O
LUMO energy, eV: 0.69